[1]
C32H40N8O4S as an isolated structure in a non-equilibrium geometry, computed with ωB97M-V/def2-TZVPD.

```
85
Properties=species:S:1:pos:R:3:forces:R:3
S 0.379 0.069 -0.056 -0.2 0.4 -0.2
O -0.069 1.376 -0.473 -0.2 1.1 0.1
O -0.703 -0.888 -0.236 0.3 -0.8 0.7
O 1.479 -0.289 -0.938 1.0 -0.4 0.5
O 0.747 0.148 1.367 0.1 -0.1 -1.4
N 3.403 1.173 -1.969 -0.9 0.4 -0.8
C 4.527 0.771 -2.694 0.8 5.1 -1.5
C 5.212 2.075 -3.228 -4.9 -1.4 3.7
C 4.367 3.175 -2.680 -1.6 -1.3 1.2
C 3.142 2.602 -1.889 6.0 -2.5 -3.4
H 2.594 0.476 -1.675 2.0 1.7 -0.4
H 4.791 -0.239 -3.063 -0.6 0.7 0.8
H 6.091 2.189 -3.842 0.0 -0.2 0.1
H 4.610 4.302 -2.756 -0.6 -2.1 0.0
H 2.236 2.932 -1.393 0.5 0.2 -0.2
N 2.917 -0.905 2.196 -1.3 2.0 1.1
C 3.998 -0.703 1.392 3.8 -5.0 8.8
C 5.217 -1.316 2.215 -2.4 1.6 -1.6
C 4.736 -1.782 3.494 -5.6 3.2 -4.7
C 3.165 -1.431 3.424 3.6 -2.1 2.3
H 1.991 -0.284 2.083 2.3 -2.1 -0.5
H 4.055 -0.310 0.504 -0.3 2.2 -4.6
H 6.279 -1.214 1.761 -2.0 -0.5 1.1
H 5.198 -2.282 4.264 1.0 -0.9 1.5
H 2.373 -1.644 4.351 2.2 0.9 -3.2
N -2.902 -1.018 -1.414 -5.5 0.8 -3.7
C -3.723 -2.067 -1.908 -3.6 7.5 1.1
C -5.091 -1.394 -2.190 4.7 -2.0 1.1
C -4.899 0.007 -1.996 3.8 -0.3 0.8
C -3.456 0.293 -1.570 -2.5 -3.6 -0.7
H -2.063 -1.154 -0.986 2.8 -0.3 0.7
H -3.384 -3.025 -1.958 0.7 -2.5 0.1
H -5.905 -2.125 -2.350 0.1 1.3 -0.2
H -5.600 0.800 -2.131 -0.4 0.2 -0.1
H -2.768 1.200 -1.519 -1.6 -1.4 0.3
N -2.001 2.574 0.766 -5.7 4.5 2.5
C -2.486 3.954 0.776 -0.4 -0.1 1.0
C -3.793 4.019 1.614 4.3 -2.5 -1.6
C -3.983 2.624 2.131 2.8 0.0 -3.1
C -2.906 1.816 1.486 -0.4 2.6 1.1
H -1.181 2.166 0.399 1.2 -0.2 -0.7
H -1.755 4.825 0.283 -2.5 -2.5 1.4
H -4.310 4.977 1.827 0.3 -1.1 -0.2
H -4.787 2.151 2.724 0.6 0.7 -0.5
H -2.448 0.854 1.612 -1.1 -0.9 0.5
N 0.048 0.478 3.685 0.1 -0.7 -1.1
C -0.063 -0.418 4.671 -2.0 1.7 4.5
C -0.675 0.263 5.890 0.8 1.1 -4.3
C -0.955 1.736 5.427 3.2 -5.5 -3.4
C -0.382 1.677 3.933 -2.8 4.3 5.2
H 0.201 0.348 2.652 0.2 -0.7 1.3
H 0.323 -1.421 4.614 -0.3 0.0 -0.2
H -0.914 -0.355 6.807 0.3 1.3 -1.1
H -1.305 2.507 6.083 -0.1 0.4 -0.3
H -0.312 2.533 3.171 -0.3 -1.7 1.3
N -1.322 -3.035 1.233 -0.1 -1.5 0.3
C -2.450 -3.892 1.066 1.7 -0.4 4.4
C -2.589 -4.799 2.254 5.4 5.2 -1.8
C -1.378 -4.492 3.104 -0.6 2.8 -6.0
C -0.604 -3.481 2.334 -3.3 -1.3 0.9
H -1.007 -2.082 0.639 -0.9 -2.8 1.3
H -3.072 -3.609 0.284 -1.4 -0.1 -1.1
H -3.274 -5.491 2.558 -2.0 -1.5 0.1
H -1.153 -4.805 4.065 0.5 -0.8 1.4
H 0.333 -3.003 2.483 0.6 0.2 0.6
N -0.535 2.997 -2.402 -2.2 0.2 -1.6
C -1.398 2.589 -3.459 1.4 -1.5 0.4
C -1.464 3.724 -4.430 0.8 -1.4 0.2
C -0.674 4.827 -3.894 0.6 -3.1 3.2
C -0.152 4.264 -2.510 -0.7 1.5 -4.0
H -0.318 2.475 -1.513 -0.4 0.0 -1.6
H -1.584 1.266 -3.315 0.1 4.7 -1.3
H -1.875 3.682 -5.573 0.9 0.0 3.4
H -0.415 5.768 -4.420 -0.3 -0.8 0.8
H 0.565 4.505 -1.727 -0.2 1.1 -0.5
N 1.526 -2.569 -2.153 1.3 -0.8 -0.8
C 0.403 -3.404 -2.211 7.5 -1.9 -7.0
C 0.823 -4.399 -3.367 -2.4 1.0 0.3
C 2.095 -3.990 -3.909 -0.2 1.9 3.9
C 2.604 -2.935 -3.033 -4.1 -1.0 -0.1
H 1.582 -1.613 -1.623 -0.4 -2.2 -0.6
H -0.297 -3.230 -1.528 -3.2 0.1 2.3
H 0.128 -5.217 -3.983 1.8 2.3 2.2
H 2.679 -4.419 -4.697 -0.1 -0.4 -0.2
H 3.551 -2.422 -2.920 -0.2 0.0 -0.4
```
Forces are in eV/Å.

Lowest unoccupied orbital energy, eV: 4.733
HOMO level, eV: -2.916
Total charge: -2
Gap between HOMO and LUMO, eV: 7.649

How positive or negative is each atom? The Löwdin charges in e answer that: atom 1 (S): 0.41, atom 2 (O): -0.34, atom 3 (O): -0.33, atom 4 (O): -0.32, atom 5 (O): -0.32, atom 6 (N): -0.05, atom 7 (C): -0.12, atom 8 (C): -0.11, atom 9 (C): -0.13, atom 10 (C): -0.05, atom 11 (H): 0.10, atom 12 (H): 0.07, atom 13 (H): 0.04, atom 14 (H): 0.07, atom 15 (H): 0.05, atom 16 (N): -0.06, atom 17 (C): -0.07, atom 18 (C): -0.11, atom 19 (C): -0.10, atom 20 (C): -0.12, atom 21 (H): 0.11, atom 22 (H): 0.01, atom 23 (H): 0.08, atom 24 (H): 0.01, atom 25 (H): 0.12, atom 26 (N): 0.00, atom 27 (C): -0.07, atom 28 (C): -0.11, atom 29 (C): -0.12, atom 30 (C): -0.06, atom 31 (H): -0.01, atom 32 (H): 0.04, atom 33 (H): 0.06, atom 34 (H): 0.05, atom 35 (H): 0.08, atom 36 (N): -0.01, atom 37 (C): -0.10, atom 38 (C): -0.11, atom 39 (C): -0.10, atom 40 (C): -0.15, atom 41 (H): 0.02, atom 42 (H): 0.12, atom 43 (H): 0.05, atom 44 (H): 0.07, atom 45 (H): 0.10, atom 46 (N): -0.06, atom 47 (C): -0.16, atom 48 (C): -0.08, atom 49 (C): -0.04, atom 50 (C): -0.14, atom 51 (H): 0.04, atom 52 (H): 0.06, atom 53 (H): 0.06, atom 54 (H): 0.02, atom 55 (H): 0.12, atom 56 (N): -0.01, atom 57 (C): -0.11, atom 58 (C): -0.07, atom 59 (C): -0.08, atom 60 (C): -0.14, atom 61 (H): 0.13, atom 62 (H): 0.03, atom 63 (H): 0.01, atom 64 (H): 0.03, atom 65 (H): 0.07, atom 66 (N): -0.06, atom 67 (C): -0.12, atom 68 (C): -0.17, atom 69 (C): -0.10, atom 70 (C): -0.14, atom 71 (H): 0.06, atom 72 (H): 0.18, atom 73 (H): 0.11, atom 74 (H): 0.05, atom 75 (H): 0.08, atom 76 (N): -0.03, atom 77 (C): -0.04, atom 78 (C): -0.12, atom 79 (C): -0.17, atom 80 (C): -0.11, atom 81 (H): 0.08, atom 82 (H): 0.01, atom 83 (H): 0.11, atom 84 (H): 0.05, atom 85 (H): 0.07

***

[2]
C32H41AuBF6Ge2N7O4S2 as an isolated structure in a non-equilibrium geometry, computed with ωB97M-V/def2-TZVPD.

```
96
Properties=species:S:1:pos:R:3:forces:R:3
Au 0.243 -0.108 0.956 0.3 0.3 0.4
C 2.373 0.413 4.026 0.0 -0.2 -0.1
C 0.912 0.222 4.172 -0.4 0.0 0.4
C 0.178 0.128 5.360 -0.1 0.1 -0.2
C -1.148 -0.004 4.985 0.3 -0.1 0.0
C -2.341 -0.145 5.860 -0.1 0.0 -0.1
N -1.191 0.002 3.637 -0.4 0.0 0.6
N 0.059 0.139 3.154 0.2 -0.3 -0.9
B -2.437 0.009 2.734 0.4 -0.1 -0.3
N -2.326 1.244 1.807 -0.5 -0.1 0.1
N -1.218 1.509 1.094 1.2 -0.1 -0.8
C -1.297 2.733 0.581 -0.3 0.1 0.1
C -0.227 3.378 -0.213 0.0 -0.1 0.0
C -2.527 3.274 0.962 0.1 -0.2 0.1
C -3.145 2.312 1.744 0.2 0.3 -0.4
C -4.475 2.388 2.398 0.0 -0.1 0.2
N -2.492 -1.282 1.904 -0.6 -0.3 0.1
N -1.511 -1.626 1.051 0.9 -0.2 -0.4
C -1.770 -2.840 0.570 -0.5 0.1 0.3
C -0.886 -3.546 -0.388 0.0 0.2 0.1
C -2.979 -3.284 1.116 0.2 0.1 0.0
C -3.405 -2.274 1.960 0.0 -0.2 -0.2
C -4.636 -2.233 2.791 0.0 0.1 0.1
H 2.766 0.961 4.879 0.0 0.0 0.0
H 2.608 0.945 3.108 0.0 0.1 0.2
H 2.877 -0.553 3.983 0.1 0.0 0.0
H 0.572 0.183 6.357 0.0 0.0 0.1
H -2.014 -0.181 6.895 0.0 0.0 0.1
H -2.886 -1.063 5.642 0.0 0.0 0.0
H -3.025 0.694 5.737 0.0 0.0 0.0
H -3.414 0.099 3.388 -0.2 0.0 0.1
H 0.701 2.816 -0.140 0.1 0.0 0.0
H -0.066 4.387 0.161 0.1 0.0 0.0
H -0.513 3.455 -1.261 0.0 0.0 0.0
H -2.902 4.246 0.704 -0.1 0.1 0.0
H -4.971 3.303 2.088 0.0 0.0 0.0
H -4.380 2.401 3.483 0.0 0.0 0.1
H -5.099 1.540 2.125 -0.1 0.0 0.0
H -0.617 -2.891 -1.217 0.0 -0.1 0.0
H -1.390 -4.429 -0.774 0.1 0.0 -0.1
H 0.031 -3.855 0.114 0.1 -0.1 -0.1
H -3.464 -4.218 0.901 -0.1 -0.1 0.1
H -5.226 -3.124 2.598 0.0 0.0 0.0
H -5.244 -1.360 2.563 -0.1 0.0 0.0
H -4.386 -2.201 3.850 -0.1 0.0 0.1
F 5.744 -1.981 0.470 -0.3 0.2 0.1
C 4.549 -2.167 -0.056 0.4 -0.7 -0.3
F 4.617 -2.071 -1.372 0.1 0.2 0.2
F 4.143 -3.395 0.259 -0.2 0.2 0.2
S 3.320 -0.893 0.612 1.0 0.8 0.3
O 2.875 -0.212 -0.615 -0.5 0.2 -0.5
O 2.208 -1.574 1.224 -0.9 -0.3 0.6
N 4.071 0.017 1.605 0.1 -0.6 -0.4
S 5.224 0.977 1.002 -0.2 0.9 -0.3
O 5.476 0.659 -0.369 0.0 0.1 -0.3
O 6.297 1.173 1.901 0.0 -0.2 0.5
C 4.274 2.598 1.004 -0.3 0.1 0.0
F 4.233 3.112 2.225 0.2 -0.1 0.1
F 2.997 2.401 0.618 0.1 -0.2 -0.1
F 4.816 3.475 0.172 0.2 -0.2 0.0
C -1.984 -0.087 -4.807 0.7 0.0 0.6
Ge -1.944 -0.063 -2.796 -2.1 0.1 -0.5
C -2.984 1.580 -2.265 0.8 -0.4 0.1
C -3.136 -1.582 -2.242 0.8 0.2 0.2
Ge 1.052 -0.151 -1.497 0.5 0.2 -1.2
C 1.677 1.462 -2.552 -0.7 -0.7 0.7
C 0.785 2.291 -3.222 0.0 -0.2 0.0
C 1.244 3.426 -3.872 -0.2 0.0 -0.1
C 2.592 3.744 -3.849 0.0 0.0 0.0
C 3.486 2.901 -3.212 0.0 -0.1 0.1
C 3.034 1.759 -2.568 0.2 0.0 0.0
C 1.434 -1.822 -2.549 -0.3 0.6 0.7
C 1.938 -2.943 -1.904 0.0 -0.1 0.0
C 2.426 -4.010 -2.641 0.0 0.0 0.1
C 2.392 -3.964 -4.026 0.0 0.0 0.0
C 1.877 -2.852 -4.671 -0.1 0.0 -0.1
C 1.386 -1.783 -3.937 -0.1 0.2 0.0
H -3.036 -0.033 -5.084 -0.1 0.0 0.2
H -1.565 -1.008 -5.202 0.0 -0.1 0.0
H -1.462 0.759 -5.244 0.0 0.1 0.0
H -3.947 1.511 -2.771 0.0 -0.2 -0.1
H -2.501 2.505 -2.570 0.0 0.1 0.0
H -3.155 1.613 -1.192 0.0 0.0 0.1
H -4.106 -1.412 -2.708 0.0 0.2 -0.2
H -3.267 -1.614 -1.164 0.0 0.0 0.1
H -2.749 -2.540 -2.579 0.0 -0.1 0.0
H -0.271 2.046 -3.243 0.0 0.1 0.0
H 0.544 4.068 -4.390 0.0 0.0 0.0
H 2.948 4.643 -4.332 0.0 0.0 0.0
H 4.543 3.123 -3.189 0.1 0.0 -0.1
H 3.760 1.126 -2.090 0.1 0.0 0.1
H 1.962 -2.983 -0.823 0.0 -0.1 0.0
H 2.854 -4.862 -2.133 0.0 -0.1 0.0
H 2.762 -4.799 -4.603 0.1 0.0 0.0
H 1.863 -2.814 -5.751 0.0 0.0 -0.1
H 0.987 -0.916 -4.448 0.1 0.1 -0.1
```
Forces are in eV/Å.

Lowest unoccupied orbital energy (spin up / spin down), eV: -5.691 / -5.643
HOMO level (spin up / spin down), eV: -11.039 / -11.498
2S+1: 2
Total charge: +1
Gap between HOMO and LUMO (spin up / spin down), eV: 5.348 / 5.856

How positive or negative is each atom? The Löwdin charges in e answer that: atom 1 (Au): 0.99, atom 2 (C): -0.02, atom 3 (C): -0.30, atom 4 (C): 0.04, atom 5 (C): -0.25, atom 6 (C): -0.01, atom 7 (N): 0.03, atom 8 (N): -0.01, atom 9 (B): -0.51, atom 10 (N): 0.04, atom 11 (N): 0.00, atom 12 (C): -0.33, atom 13 (C): 0.00, atom 14 (C): 0.03, atom 15 (C): -0.26, atom 16 (C): 0.00, atom 17 (N): 0.02, atom 18 (N): 0.01, atom 19 (C): -0.36, atom 20 (C): -0.02, atom 21 (C): 0.02, atom 22 (C): -0.26, atom 23 (C): -0.01, atom 24 (H): 0.10, atom 25 (H): 0.04, atom 26 (H): 0.09, atom 27 (H): 0.12, atom 28 (H): 0.09, atom 29 (H): 0.08, atom 30 (H): 0.09, atom 31 (H): 0.11, atom 32 (H): 0.05, atom 33 (H): 0.10, atom 34 (H): 0.07, atom 35 (H): 0.12, atom 36 (H): 0.09, atom 37 (H): 0.09, atom 38 (H): 0.09, atom 39 (H): 0.04, atom 40 (H): 0.09, atom 41 (H): 0.08, atom 42 (H): 0.12, atom 43 (H): 0.09, atom 44 (H): 0.08, atom 45 (H): 0.08, atom 46 (F): 0.17, atom 47 (C): -0.65, atom 48 (F): 0.17, atom 49 (F): 0.16, atom 50 (S): 0.64, atom 51 (O): -0.46, atom 52 (O): -0.32, atom 53 (N): -0.28, atom 54 (S): 0.62, atom 55 (O): -0.27, atom 56 (O): -0.21, atom 57 (C): -0.65, atom 58 (F): 0.16, atom 59 (F): 0.09, atom 60 (F): 0.16, atom 61 (C): -0.23, atom 62 (Ge): 0.93, atom 63 (C): -0.22, atom 64 (C): -0.22, atom 65 (Ge): 1.02, atom 66 (C): -0.29, atom 67 (C): -0.16, atom 68 (C): -0.07, atom 69 (C): -0.06, atom 70 (C): -0.05, atom 71 (C): -0.09, atom 72 (C): -0.31, atom 73 (C): -0.16, atom 74 (C): -0.06, atom 75 (C): -0.06, atom 76 (C): -0.06, atom 77 (C): -0.11, atom 78 (H): 0.03, atom 79 (H): 0.01, atom 80 (H): 0.01, atom 81 (H): 0.03, atom 82 (H): 0.01, atom 83 (H): -0.01, atom 84 (H): 0.03, atom 85 (H): -0.01, atom 86 (H): 0.02, atom 87 (H): 0.04, atom 88 (H): 0.11, atom 89 (H): 0.11, atom 90 (H): 0.12, atom 91 (H): 0.08, atom 92 (H): 0.07, atom 93 (H): 0.12, atom 94 (H): 0.11, atom 95 (H): 0.11, atom 96 (H): 0.09

***

It is found that the calculated total energy values, taken in the order of the records, are -64764.773; -207839.018 eV.